[1]
ORCA calculation (ωB97M-V/def2-TZVPD) on a structure of composition C40H67O5SSeSiTi in a non-equilibrium geometry.

Geometry (Å):
1 Ti 1.52065 -0.15625 -0.28317
2 C -4.64251 -1.65550 -3.69786
3 C -3.41770 -2.37668 -4.28235
4 C -3.46013 -2.29878 -5.81519
5 C -3.49110 -3.85003 -3.87535
6 C -2.16020 -1.69970 -3.74722
7 C -1.23388 -2.35107 -2.95128
8 C -0.18108 -1.63565 -2.40303
9 Se 1.22988 -2.52375 -1.40837
10 C 0.28160 -2.95078 0.22398
11 C -0.69483 -3.93370 0.26212
12 C -1.32837 -4.22532 1.45609
13 C -0.85260 -3.58327 2.60271
14 C 0.14879 -2.62518 2.60812
15 C 0.67893 -2.22308 1.35509
16 O 1.52119 -1.20317 1.18522
17 C 0.72531 -2.09566 3.92517
18 C 0.46369 -0.59369 4.10186
19 C 2.24325 -2.35957 3.93457
20 C 0.11858 -2.81083 5.13332
21 C -2.50772 -5.18859 1.55632
22 C -3.73993 -4.38759 2.00932
23 C -2.83138 -5.83643 0.20815
24 C -2.21374 -6.30312 2.56891
25 C 0.01444 -0.26215 -2.62595
26 O 0.94806 0.36193 -1.91014
27 C -0.79770 0.35517 -3.61173
28 C -1.87959 -0.37382 -4.08576
29 C -0.36846 1.65202 -4.31238
30 C -1.41960 2.12921 -5.31934
31 C 0.92147 1.30280 -5.08077
32 C -0.06505 2.83978 -3.38782
33 H -5.56255 -2.12414 -4.05508
34 H -4.65844 -0.60358 -3.98694
35 H -4.62854 -1.70861 -2.60735
36 H -4.33591 -2.83189 -6.19129
37 H -2.56724 -2.75543 -6.24573
38 H -3.52033 -1.26762 -6.16531
39 H -4.41637 -4.28735 -4.25356
40 H -3.49070 -3.95893 -2.78921
41 H -2.65650 -4.42014 -4.28849
42 H -1.29504 -3.41125 -2.74925
43 H -0.93188 -4.45602 -0.65415
44 H -1.28311 -3.86755 3.55396
45 H 0.86610 -0.03040 3.26438
46 H 0.94903 -0.24578 5.01590
47 H -0.60769 -0.39976 4.19522
48 H 2.73715 -1.82723 3.12405
49 H 2.44143 -3.42719 3.81802
50 H 2.67644 -2.02620 4.88061
51 H -0.95926 -2.64818 5.20158
52 H 0.57175 -2.41124 6.04195
53 H 0.31491 -3.88449 5.10040
54 H -3.96696 -3.60640 1.28072
55 H -3.56964 -3.91030 2.97519
56 H -4.61043 -5.04194 2.09800
57 H -3.07809 -5.08019 -0.53926
58 H -3.69487 -6.49496 0.31324
59 H -1.99281 -6.43338 -0.15622
60 H -2.06409 -5.90783 3.57435
61 H -1.31509 -6.85147 2.28072
62 H -3.04958 -7.00489 2.60517
63 H -2.54038 0.11055 -4.79188
64 H -1.55665 1.41893 -6.13701
65 H -1.08962 3.07345 -5.75507
66 H -2.38319 2.30192 -4.83492
67 H 0.77075 0.42833 -5.71680
68 H 1.73188 1.08874 -4.38132
69 H 1.22322 2.14406 -5.70893
70 H -0.98155 3.23838 -2.94983
71 H 0.39285 3.63255 -3.98410
72 H 0.62541 2.57714 -2.59280
73 C -0.50253 2.66218 2.34344
74 C -0.43824 1.86662 1.04603
75 C -1.00815 2.67322 -0.11742
76 C -1.24328 0.56813 1.14589
77 O 0.95560 1.49812 0.80416
78 Si 2.38108 2.42323 0.75039
79 S 3.62920 0.97214 -0.08819
80 O 2.78227 3.05681 2.19098
81 C 3.73135 2.83798 3.24774
82 C 3.74197 4.13405 4.05275
83 C 3.24322 1.67960 4.10714
84 C 5.13288 2.53859 2.72203
85 O 1.93854 3.68004 -0.18431
86 C 2.55859 4.94118 -0.48212
87 C 2.21527 5.24422 -1.93611
88 C 1.95288 5.98418 0.45404
89 C 4.07408 4.88636 -0.30654
90 H -1.53873 2.81281 2.64514
91 H -0.02927 3.63646 2.20280
92 H 0.02489 2.13310 3.13775
93 H -2.00199 3.03732 0.14661
94 H -1.09140 2.03807 -0.99843
95 H -0.36411 3.51565 -0.35107
96 H -2.30468 0.80593 1.20394
97 H -0.96982 -0.01972 2.01865
98 H -1.09193 -0.04032 0.24586
99 H 2.74192 4.35071 4.43159
100 H 4.06371 4.96636 3.42471
101 H 4.42746 4.04775 4.89674
102 H 2.25569 1.90477 4.51263
103 H 3.93165 1.50386 4.93502
104 H 3.18397 0.77412 3.50044
105 H 5.47385 3.32891 2.05286
106 H 5.14544 1.60085 2.17113
107 H 5.82819 2.46794 3.55927
108 H 1.13323 5.28379 -2.06805
109 H 2.61390 4.45412 -2.57379
110 H 2.64687 6.19981 -2.23740
111 H 0.87831 6.06960 0.28299
112 H 2.41449 6.95901 0.28722
113 H 2.12237 5.68208 1.48879
114 H 4.47939 4.02103 -0.83599
115 H 4.32303 4.79978 0.74965
116 H 4.53413 5.79234 -0.70114

Summary:
multiplicity	2
expectation value of S²	0.753
total charge	0
E_HOMO (alpha / beta)	-7.516 / -8.135	eV
LUMO energy (alpha / beta)	0.5 / 0.5	eV
Kohn-Sham gap (alpha / beta)	8.02 / 8.64	eV
E_tot	-5879.5087	hartree


[2]
ORCA calculation (ωB97M-V/def2-TZVPD) on a structure of composition C40H68FIN2O2SbSi3Zr.

Geometry (Å):
1 Zr 0.32485 0.07609 -0.39457
2 C -1.01946 -1.86726 -1.41045
3 C -0.08338 -2.68664 -0.72054
4 C -0.26620 -2.42698 0.67688
5 C -1.32743 -1.46896 0.77787
6 C -1.85708 -1.19845 -0.50496
7 C -3.21892 -0.61162 -0.82377
8 C -4.26569 -1.52266 -0.16363
9 C -3.38240 0.79613 -0.26505
10 C -3.46066 -0.61142 -2.33245
11 C 0.10861 -3.24255 1.92943
12 C -0.26884 -2.47132 3.20463
13 C 1.57770 -3.71241 2.07088
14 C -0.79759 -4.49102 1.91624
15 C 0.49018 -3.88630 -1.50345
16 C -0.70174 -4.85632 -1.67387
17 C 0.94460 -3.52117 -2.92639
18 C 1.63961 -4.65632 -0.85520
19 H -1.15375 -1.85583 -2.47973
20 H -1.76417 -1.12624 1.70278
21 H -4.17807 -1.50234 0.92418
22 H -4.14525 -2.55490 -0.49674
23 H -5.27103 -1.19097 -0.43104
24 H -3.19564 0.81243 0.81125
25 H -4.40117 1.14967 -0.43353
26 H -2.69541 1.49256 -0.75000
27 H -3.52927 -1.63247 -2.71292
28 H -2.66401 -0.10082 -2.87173
29 H -4.40239 -0.10918 -2.55989
30 H 0.15555 -1.46562 3.22041
31 H 0.11201 -3.01207 4.07163
32 H -1.35021 -2.39680 3.32443
33 H 2.06714 -3.21954 2.90894
34 H 2.17782 -3.52951 1.18748
35 H 1.61078 -4.78473 2.27152
36 H -1.83888 -4.21706 1.73499
37 H -0.73688 -4.99234 2.88425
38 H -0.49005 -5.20717 1.15731
39 H -1.49925 -4.38985 -2.25366
40 H -1.11984 -5.16298 -0.71729
41 H -0.37151 -5.75105 -2.20500
42 H 0.18269 -2.99552 -3.50009
43 H 1.16626 -4.44614 -3.46131
44 H 1.85313 -2.92692 -2.92251
45 H 1.35237 -5.11340 0.08814
46 H 2.51709 -4.02959 -0.69201
47 H 1.93559 -5.46428 -1.52693
48 C -1.97909 2.38070 -3.90323
49 C -0.88162 1.45224 -4.32727
50 N -0.68532 1.27891 -5.61517
51 C 0.34318 0.52783 -6.03279
52 C 1.26996 -0.02952 -5.18705
53 C 2.40154 -0.83776 -5.77827
54 O 3.69543 -0.29306 -5.53083
55 C 1.08183 0.12960 -3.78908
56 C 2.13258 -0.40658 -2.93047
57 N 2.13069 -0.74339 -1.68410
58 C 3.30688 -1.42801 -1.22854
59 C 4.10365 -2.16260 -2.11621
60 C 5.21667 -2.86356 -1.69386
61 C 5.56916 -2.87662 -0.35351
62 C 4.79035 -2.17794 0.54996
63 C 3.67796 -1.46851 0.11562
64 I 2.61841 -0.47164 1.60336
65 C -0.05249 0.82847 -3.35545
66 O -0.34478 0.95723 -2.07798
67 H -2.66327 2.52648 -4.73556
68 H -1.55297 3.34968 -3.63293
69 H -2.52407 2.01327 -3.03688
70 H 0.43249 0.39446 -7.10483
71 H 2.22908 -0.95072 -6.85073
72 H 2.41941 -1.84318 -5.35164
73 H 3.76433 0.56003 -5.97468
74 H 3.05601 -0.52780 -3.48642
75 H 3.84484 -2.21969 -3.16389
76 H 5.79804 -3.41640 -2.41873
77 H 6.43110 -3.43090 -0.00968
78 H 5.04386 -2.18313 1.60144
79 F 1.61493 1.62122 -0.46842
80 C 3.32583 2.96383 1.97001
81 Si 1.64556 3.77185 1.95825
82 C 1.51294 4.84838 0.43892
83 C 1.51276 4.74112 3.55530
84 Sb -0.37817 2.14734 1.81865
85 Si -2.11716 3.97495 1.20017
86 C -3.83338 3.47501 1.77657
87 C -2.01591 4.23976 -0.65330
88 C -1.70689 5.57864 2.07167
89 Si -1.03376 1.60785 4.23842
90 C -2.42367 0.35520 4.27461
91 C -1.63108 3.16198 5.08891
92 C 0.50252 0.94950 5.09201
93 H 4.05207 3.77393 2.09057
94 H 3.53328 2.45478 1.03083
95 H 3.47072 2.26972 2.79869
96 H 2.39359 5.49359 0.37865
97 H 0.63177 5.48810 0.43434
98 H 1.49363 4.21470 -0.44930
99 H 2.29236 5.50837 3.56298
100 H 1.69520 4.08528 4.40992
101 H 0.55584 5.23774 3.70262
102 H -4.43059 3.07513 0.96027
103 H -4.34481 4.36362 2.15472
104 H -3.82318 2.73652 2.57819
105 H -1.60960 3.37465 -1.17683
106 H -1.37120 5.09078 -0.87898
107 H -3.00652 4.45273 -1.06253
108 H -1.77577 5.49248 3.15726
109 H -2.45973 6.30715 1.75282
110 H -0.73156 5.98617 1.81453
111 H -3.33918 0.74962 3.83122
112 H -2.64032 0.11924 5.32045
113 H -2.17538 -0.57921 3.77273
114 H -2.53970 3.54656 4.62083
115 H -0.87774 3.94965 5.08123
116 H -1.87011 2.93686 6.13199
117 H 1.09005 0.28386 4.45752
118 H 0.22966 0.39051 5.99047
119 H 1.14912 1.77482 5.39792

Summary:
total charge	+1
E_HOMO	-10.729	eV
relative energy (zero: lowest compared OMol25 entry of this formula, charge and spin)	0.211	eV
LUMO energy	-3.3	eV
Kohn-Sham gap	7.47	eV
E_tot	-3378.3683	hartree